Record 1
{"formula": "C18H48ClF6NO16S2", "method": "ωB97M-V/def2-TZVPD", "elements": ["Cl", "O", "O", "O", "O", "C", "F", "F", "F", "S", "O", "O", "N", "S", "O", "O", "C", "F", "F", "F", "C", "C", "O", "H", "H", "H", "H", "H", "H", "C", "C", "O", "H", "H", "H", "H", "H", "H", "C", "C", "O", "H", "H", "H", "H", "H", "H", "C", "C", "O", "H", "H", "H", "H", "H", "H", "C", "C", "O", "H", "H", "H", "H", "H", "H", "C", "C", "O", "H", "H", "H", "H", "H", "H", "C", "C", "O", "H", "H", "H", "H", "H", "H", "C", "C", "O", "H", "H", "H", "H", "H", "H"], "positions_angstrom": [[0.554, -0.220, -0.015], [-0.191, -1.490, 0.193], [1.351, 0.223, 1.142], [1.464, -0.310, -1.072], [-0.389, 0.820, -0.308], [2.398, 2.973, 3.451], [3.181, 3.923, 3.924], [3.204, 1.995, 3.086], [1.473, 2.543, 4.364], [1.444, 3.675, 1.861], [1.846, 3.125, 0.585], [0.041, 3.597, 2.147], [2.212, 5.164, 1.262], [1.543, 6.223, 2.311], [0.525, 6.966, 1.608], [1.141, 5.709, 3.667], [2.976, 7.533, 2.795], [3.367, 8.232, 1.652], [2.578, 8.425, 3.691], [4.058, 6.975, 3.389], [-1.503, 4.503, -2.314], [-0.737, 4.606, -0.972], [0.526, 5.276, -1.003], [-2.142, 5.332, -2.621], [-2.117, 3.602, -2.299], [-0.841, 4.329, -3.162], [-0.478, 3.602, -0.635], [-1.408, 4.912, -0.170], [0.074, 6.099, -1.203], [-1.567, -4.473, -1.249], [-2.252, -5.237, -0.140], [-3.344, -6.012, -0.740], [-0.782, -3.884, -0.775], [-2.173, -3.767, -1.817], [-1.099, -5.190, -1.924], [-2.701, -4.533, 0.561], [-1.506, -5.883, 0.323], [-2.859, -6.298, -1.518], [1.575, -4.893, -4.694], [1.583, -4.003, -3.452], [1.325, -2.739, -3.910], [2.372, -4.596, -5.374], [0.635, -4.780, -5.234], [1.754, -5.917, -4.366], [2.609, -4.026, -3.083], [0.806, -4.293, -2.746], [1.094, -2.161, -3.178], [-3.730, 0.095, 1.643], [-4.008, -1.281, 2.104], [-3.296, -2.185, 1.288], [-3.661, 0.296, 0.574], [-2.720, 0.353, 1.961], [-4.278, 0.952, 2.035], [-5.072, -1.504, 2.178], [-3.659, -1.306, 3.136], [-2.440, -1.772, 1.153], [1.058, 1.926, -3.972], [2.287, 2.343, -3.131], [1.895, 3.072, -1.935], [0.329, 1.593, -3.234], [1.288, 1.106, -4.652], [0.676, 2.759, -4.563], [3.030, 2.892, -3.709], [2.676, 1.379, -2.803], [1.231, 2.456, -1.615], [-2.005, -0.454, -2.710], [-2.968, 0.144, -3.673], [-2.897, 1.568, -3.738], [-2.022, -1.541, -2.793], [-2.340, -0.401, -1.674], [-1.002, -0.067, -2.890], [-3.980, -0.122, -3.369], [-2.717, -0.203, -4.676], [-2.838, 1.813, -4.664], [1.872, -4.345, 1.804], [0.460, -4.866, 2.235], [-0.509, -3.834, 2.132], [1.747, -3.728, 0.915], [2.621, -5.070, 1.486], [2.351, -3.698, 2.539], [0.528, -5.248, 3.254], [0.087, -5.764, 1.742], [-0.220, -3.094, 1.593], [0.273, -1.103, 4.442], [1.695, -0.969, 4.858], [2.144, -2.026, 5.734], [0.175, -2.045, 3.904], [0.245, -0.267, 3.743], [-0.437, -1.067, 5.269], [1.746, -0.045, 5.434], [2.369, -0.750, 4.030], [2.398, -1.653, 6.581]], "orbital_gap_ha": 0.28524, "total_charge": -2, "relative_energy_kj_mol": 67.5}

=====

Record 2
{"formula": "C3H10NO2Si", "method": "ωB97M-V/def2-TZVPD", "elements": ["C", "C", "C", "N", "O", "O", "Si", "H", "H", "H", "H", "H", "H", "H", "H", "H", "H"], "positions_angstrom": [[2.498, -0.674, 0.383], [1.940, 0.548, 0.316], [-0.860, -0.881, -0.184], [-2.075, -0.598, 0.545], [0.137, 1.261, -1.961], [-0.945, 1.739, 0.378], [0.068, 0.792, -0.439], [3.458, -0.919, 0.891], [1.913, -1.510, 0.392], [2.518, 1.416, 0.578], [-1.240, -1.428, -1.109], [-0.155, -1.651, 0.285], [-2.383, 0.384, 0.299], [-1.917, -0.742, 1.485], [-2.745, -1.341, 0.310], [0.622, 0.975, -2.726], [-0.835, 2.629, 0.556]], "orbital_gap_ha": 0.37224, "total_charge": 1, "smiles": "C=C[Si](O)(O)C[NH3+]", "relative_energy_kj_mol": 104.6}

=====

no.,HOMO level (hartree)
1,-0.13942
2,-0.50241